Computed, not measured: a structure of composition C8H26O6V at a distorted geometry, with ωB97M-V with the def2-TZVPD basis set.

Geometry as XYZ:
```
41
Properties=species:S:1:pos:R:3
V 5.933 12.726 -20.531
O 7.428 12.969 -23.028
H 7.743 12.097 -23.337
O 4.353 12.343 -18.069
H 3.425 12.623 -17.946
C 5.560 7.288 -20.982
C 6.149 8.547 -21.648
O 6.486 9.412 -20.578
H 5.070 6.683 -21.744
H 4.780 7.516 -20.255
H 6.167 6.526 -20.493
H 5.392 8.987 -22.298
H 7.081 8.416 -22.197
H 7.113 8.935 -20.029
C 11.585 13.243 -18.640
C 10.402 12.729 -19.473
O 9.179 13.346 -19.046
H 11.593 14.307 -18.401
H 12.553 13.088 -19.117
H 11.576 12.704 -17.693
H 10.118 11.677 -19.479
H 10.619 13.091 -20.478
H 9.274 14.017 -18.367
C 0.816 12.265 -21.343
C 1.601 11.734 -22.550
O 2.971 12.253 -22.475
H -0.074 11.658 -21.178
H 0.434 13.271 -21.512
H 1.420 12.231 -20.436
H 1.100 11.867 -23.509
H 1.686 10.661 -22.378
H 3.084 12.782 -23.268
C 2.877 17.215 -20.438
C 4.212 16.834 -21.050
O 4.889 15.930 -20.147
H 2.614 18.250 -20.653
H 2.990 17.298 -19.357
H 2.167 16.395 -20.548
H 4.808 17.747 -21.093
H 4.066 16.514 -22.081
H 4.863 16.413 -19.318
```

- Expectation value of S²: 3.775
- HOMO-LUMO gap (spin up / spin down): 6.171 / 6.843 eV
- Energy above the lowest of the compared OMol25 structures with the same formula, charge and spin: 765.7 kJ/mol
- E_LUMO (spin up / spin down): -1.517 / -0.979 eV
- Multiplicity: 4


Computed, not measured: a cluster of 2 separate species, C3H3FOS in total at a distorted geometry, with ωB97M-V with the def2-TZVPD basis set.

Geometry as XYZ:
```
9
Properties=species:S:1:pos:R:3
C 0.059 -2.067 -0.381
C 0.127 1.060 -0.338
C -0.268 0.118 0.695
O 0.535 -1.721 -1.346
F -1.497 -0.402 0.383
S 1.348 2.081 -0.241
H -0.301 0.613 1.746
H -0.497 0.988 -1.317
H 0.493 -0.670 0.797
```

- HOMO-LUMO gap: 8.564 eV
- Energy above the lowest of the compared OMol25 structures with the same formula, charge and spin: 131.0 kJ/mol
- E_LUMO: -0.648 eV


The calculated total energy results, record by record, are as follows: -46681.77023, -18757.68268 eV.